Entry 1:
This record from the OMol25 dataset describes an isolated molecule of C24H19NO6 at a distorted geometry. The level of theory is wB97M-V/def2-TZVPD.

Structure (XYZ):
```
50
Properties=species:S:1:pos:R:3:forces:R:3:nbo_charge:R:1
C -0.946 0.151 2.952 -0.161 -0.114 0.218 -0.26
H -0.595 0.633 3.868 0.007 -0.021 -0.034 0.19
H -0.856 -0.934 3.045 0.021 0.021 -0.012 0.19
H -1.991 0.411 2.787 0.057 -0.026 0.036 0.21
O -0.251 0.629 1.819 0.262 0.194 -0.167 -0.52
C 1.080 0.437 1.725 0.372 0.079 -0.076 0.44
C 1.852 -0.186 2.708 -0.371 0.063 -0.011 -0.33
C 3.210 -0.345 2.534 0.365 0.050 -0.264 -0.14
C 3.814 0.122 1.374 -1.240 0.106 0.186 -0.03
C 3.058 0.743 0.385 0.168 -0.060 0.196 -0.14
C 1.699 0.908 0.548 -0.277 0.042 0.119 -0.13
C 0.861 1.478 -0.569 0.123 0.311 0.379 -0.09
H 1.409 2.244 -1.121 -0.069 -0.031 0.110 0.21
O 0.562 0.481 -1.542 -0.195 -0.557 -0.152 -0.52
C 0.044 -0.678 -1.006 0.064 -0.342 0.050 0.34
C 0.890 -1.764 -0.896 -0.073 0.141 -0.158 -0.27
C 0.487 -2.952 -0.287 -0.202 0.258 0.039 0.04
C -0.777 -3.014 0.265 -0.199 0.102 0.060 -0.27
C -1.646 -1.931 0.159 0.817 0.200 -0.441 0.34
C -1.284 -0.764 -0.537 -0.006 -0.353 0.021 -0.15
C -2.299 0.254 -0.683 -0.548 -0.129 0.433 0.07
C -3.460 0.116 0.003 0.435 0.201 -0.327 -0.33
C -3.748 -1.032 0.832 -0.490 0.023 0.416 0.73
O -4.723 -1.171 1.529 0.345 0.004 -0.243 -0.56
O -2.836 -2.055 0.787 -0.208 -0.168 0.101 -0.46
H -4.249 0.847 -0.075 -0.072 0.013 -0.036 0.24
C -2.133 1.387 -1.607 -0.115 0.334 -0.192 -0.10
C -1.749 1.165 -2.926 -0.131 0.084 0.050 -0.17
C -1.640 2.226 -3.805 -0.001 -0.086 -0.069 -0.20
C -1.906 3.517 -3.377 -0.004 0.090 0.025 -0.21
C -2.294 3.743 -2.067 -0.016 0.137 -0.057 -0.23
C -2.416 2.684 -1.187 0.019 -0.172 0.003 -0.16
H -2.711 2.859 -0.162 -0.022 0.003 0.096 0.21
H -2.505 4.748 -1.730 -0.012 0.079 0.024 0.22
H -1.814 4.344 -4.065 0.011 0.066 -0.057 0.22
H -1.345 2.045 -4.827 0.022 -0.017 -0.088 0.22
H -1.547 0.159 -3.262 0.061 -0.086 -0.020 0.22
H -1.116 -3.889 0.798 -0.041 -0.130 0.058 0.23
C 1.437 -4.103 -0.197 0.017 -0.019 -0.012 -0.63
H 2.363 -3.794 0.286 0.077 -0.031 0.040 0.23
H 1.689 -4.456 -1.196 0.046 -0.079 -0.044 0.23
H 1.004 -4.926 0.364 0.018 -0.087 0.035 0.22
H 1.895 -1.667 -1.279 0.126 0.058 -0.037 0.23
H -0.060 1.909 -0.161 0.175 -0.017 -0.149 0.20
H 3.546 1.084 -0.515 0.010 0.022 -0.060 0.25
N 5.226 -0.048 1.188 0.504 -0.084 -0.033 0.53
O 5.718 0.389 0.168 0.177 0.085 -0.226 -0.38
O 5.845 -0.624 2.060 0.206 -0.116 0.158 -0.38
H 3.814 -0.828 3.287 0.006 -0.008 0.028 0.25
H 1.393 -0.553 3.612 -0.055 -0.032 0.084 0.23
```
Positions in Å, forces in eV/Å.

Output
Orbital gap (eV): 8.33
E_LUMO (eV): -0.47
ΔE to the lowest compared entry with this formula, charge and spin (eV): 2.2999

---

Entry 2:
This record from the OMol25 dataset describes a structure of composition C17H31F3O2P2Sn at a distorted geometry. The level of theory is wB97M-V/def2-TZVPD.

Structure (XYZ):
```
56
Properties=species:S:1:pos:R:3:forces:R:3:nbo_charge:R:1
P -3.654 1.341 -0.476 1.232 0.651 1.542 0.60
P 2.999 -0.860 2.298 -0.388 2.323 1.791 0.94
C 0.308 -1.224 0.358 0.195 -0.510 -1.467 -0.27
C 1.328 -1.296 1.382 0.285 -1.066 -0.295 -0.81
H 0.950 0.531 -0.520 -0.079 1.389 0.016 0.19
H -0.830 -1.294 0.400 1.879 -0.672 0.552 0.26
H 0.979 -2.023 2.137 0.447 0.251 -0.279 0.25
H 2.248 -1.525 0.746 -1.718 -1.389 0.273 0.27
C 4.042 -0.056 1.003 0.350 -0.368 -0.390 -0.99
H 4.998 0.318 1.448 -0.749 -0.543 -0.213 0.26
H 3.473 0.855 0.716 0.356 -0.607 -0.127 0.27
H 4.271 -0.767 0.152 -0.216 1.039 0.585 0.21
C 3.378 -2.626 2.294 0.666 -0.562 0.118 -0.99
H 4.066 -2.895 1.478 -0.214 -0.262 0.320 0.23
H 2.434 -3.169 2.234 0.366 -0.156 -0.265 0.24
H 3.771 -2.867 3.280 0.480 -0.078 -0.123 0.25
C -3.720 2.951 -1.536 -1.093 -0.487 0.388 -0.93
H -4.482 3.472 -0.914 0.387 0.197 -0.938 0.25
H -3.994 2.894 -2.612 0.042 0.025 0.813 0.24
H -2.742 3.498 -1.399 -0.843 -0.981 0.027 0.26
C -4.677 -0.225 -0.252 -0.400 0.766 -0.074 -0.93
H -3.938 -0.943 0.157 -0.319 0.494 -0.515 0.25
H -5.168 -0.591 -1.164 -0.177 -0.077 0.614 0.24
H -5.323 -0.011 0.616 -0.360 -0.084 -0.725 0.25
Sn -0.934 1.074 0.344 -0.225 1.309 2.484 1.26
C 0.981 -1.441 -1.019 -0.577 -1.764 -0.145 -0.26
C 1.399 0.025 -1.325 2.165 -0.988 -1.897 -0.42
C 1.060 0.562 -2.732 1.022 0.406 -0.623 -0.41
C -0.403 0.603 -3.140 -0.912 0.316 1.350 -0.42
C -1.357 0.563 -1.857 -1.183 -0.628 -4.041 -0.45
C -1.938 -0.689 -1.544 -0.220 0.392 -1.581 -0.35
C -1.390 -1.998 -2.091 -0.471 0.763 1.024 -0.44
C 0.075 -2.250 -2.056 1.592 -0.173 0.837 -0.41
C -1.432 0.066 2.293 0.957 0.426 0.156 -1.09
H 1.849 -2.247 -0.865 -1.421 2.226 -0.428 0.21
H 2.474 0.219 -1.053 -0.791 -0.456 -0.813 0.24
H 1.574 -0.011 -3.525 0.251 0.144 0.547 0.21
H 1.412 1.603 -2.841 0.273 -0.456 0.342 0.22
H -0.662 1.580 -3.617 0.474 -0.696 0.289 0.21
H -0.702 -0.155 -3.899 0.196 0.150 0.867 0.21
H -1.818 1.580 -1.995 -0.348 -1.736 0.808 0.27
H -2.986 -0.972 -1.455 0.238 1.282 0.569 0.22
H -1.779 -2.075 -3.095 -0.129 -0.156 -0.636 0.22
H -1.889 -2.787 -1.524 -0.086 -0.020 -0.002 0.20
H 0.176 -3.306 -1.761 0.277 0.306 -0.112 0.21
H 0.497 -2.202 -3.053 0.339 0.250 -0.184 0.21
H -0.437 -0.417 2.425 -1.183 0.066 0.159 0.23
H -2.287 -0.608 2.298 0.167 -0.177 -0.062 0.21
H -1.500 0.756 3.146 -0.265 0.133 -0.493 0.24
F 2.614 2.831 4.257 -1.314 0.032 -0.278 -0.32
C 1.390 2.541 3.732 -0.297 -1.865 -0.544 0.88
F 1.302 1.170 3.703 -0.092 0.677 0.881 -0.35
F 0.400 2.993 4.552 1.041 -0.241 -0.323 -0.33
C 1.199 3.053 2.271 0.947 0.241 -0.005 0.69
O 1.357 4.269 2.293 -0.532 -0.406 -1.276 -0.63
O 1.040 2.184 1.310 -0.023 1.350 1.498 -0.82
```
Positions in Å, forces in eV/Å.

Output
Orbital gap (spin up / spin down) (eV): 5.63 / 6.10
E_LUMO (spin up / spin down) (eV): -1.20 / -0.88

---

Entry 3:
This record from the OMol25 dataset describes a structure of composition C18H11Cl5F6MnN4O5S3. The level of theory is wB97M-V/def2-TZVPD.

Structure (XYZ):
```
53
Properties=species:S:1:pos:R:3:forces:R:3:nbo_charge:R:1
Mn -0.215 -0.436 0.400 0.079 -0.003 0.231 1.24
Cl 3.723 -1.812 -5.414 -0.012 0.002 0.042 0.05
C 3.060 -1.271 -3.917 0.007 0.000 -0.065 -0.13
C 1.701 -0.995 -3.810 -0.042 -0.009 -0.041 -0.05
Cl 0.656 -1.197 -5.166 0.044 -0.001 0.039 0.05
C 1.186 -0.549 -2.605 -0.079 0.031 0.076 -0.17
Cl -0.505 -0.211 -2.402 0.087 -0.215 -0.081 0.05
C 1.980 -0.343 -1.465 -0.084 0.005 0.036 0.39
O 1.497 0.104 -0.346 -0.242 0.265 0.108 -0.79
C 3.346 -0.649 -1.596 0.077 0.015 -0.005 -0.14
Cl 4.339 -0.447 -0.200 -0.012 -0.001 -0.027 0.04
C 3.875 -1.100 -2.797 0.069 -0.010 0.036 -0.05
Cl 5.556 -1.460 -2.906 -0.036 0.012 -0.005 0.06
S 1.716 0.369 4.280 0.033 0.012 -0.036 0.49
C 1.482 0.304 2.591 0.149 0.208 -0.043 -0.06
N 0.337 0.733 2.140 -0.177 -0.739 -0.095 -0.54
C -0.452 1.202 3.196 0.060 0.093 -0.120 0.18
C -1.684 1.849 3.084 -0.018 -0.029 -0.016 -0.23
C -2.321 2.268 4.231 0.018 0.005 0.035 -0.19
C -1.745 2.067 5.493 -0.012 0.002 -0.019 -0.21
C -0.507 1.475 5.616 0.005 -0.007 -0.033 -0.20
C 0.138 1.057 4.452 -0.027 0.052 0.100 -0.25
H 2.251 -0.070 1.929 -0.042 -0.080 -0.032 0.28
H -2.100 2.038 2.107 -0.018 -0.029 0.068 0.21
H -3.274 2.775 4.158 -0.004 -0.008 0.002 0.21
H -2.268 2.400 6.380 -0.002 0.003 0.000 0.22
H -0.044 1.346 6.585 0.004 -0.001 0.002 0.23
C -4.406 2.935 -0.161 -0.013 -0.017 -0.035 -0.39
N -4.281 1.520 0.189 0.036 0.040 0.062 -0.46
C -5.478 0.683 0.124 0.022 0.052 -0.055 -0.40
C -3.091 0.971 0.140 0.049 -0.051 -0.096 0.58
N -2.022 0.538 0.136 0.330 -0.081 0.016 -0.50
H -5.171 3.383 0.471 0.002 0.009 -0.005 0.21
H -4.686 3.056 -1.210 -0.005 0.005 -0.003 0.20
H -3.459 3.439 0.016 0.000 0.002 0.000 0.23
H -6.277 1.201 0.652 -0.010 -0.027 0.005 0.21
H -5.286 -0.265 0.614 0.024 -0.076 0.023 0.23
H -5.781 0.507 -0.910 -0.009 0.006 0.000 0.20
F -3.970 -2.299 1.467 0.007 0.020 0.057 -0.32
C -2.918 -2.532 2.265 -0.175 0.046 -0.064 0.72
F -3.291 -3.343 3.241 -0.001 0.043 0.014 -0.29
F -2.527 -1.365 2.784 0.038 -0.025 -0.034 -0.31
S -1.589 -3.291 1.252 0.208 -0.056 0.040 2.26
O -1.295 -2.283 0.228 -0.237 0.340 0.163 -0.99
O -2.122 -4.522 0.775 0.011 0.059 0.000 -0.88
N -0.494 -3.414 2.368 0.030 -0.180 -0.250 -1.22
S 1.039 -3.173 2.089 -0.114 0.145 0.110 2.26
O 1.754 -3.123 3.321 -0.041 0.047 -0.063 -0.90
O 1.255 -2.122 1.111 0.067 0.135 -0.040 -0.97
C 1.645 -4.689 1.225 -0.054 -0.015 0.029 0.73
F 2.972 -4.691 1.253 0.004 -0.012 -0.061 -0.30
F 1.188 -5.780 1.829 0.047 0.016 0.033 -0.30
F 1.229 -4.688 -0.038 -0.042 0.002 -0.004 -0.30
```
Positions in Å, forces in eV/Å.

Output
Orbital gap (spin up / spin down) (eV): 7.82 / 7.86
2S+1: 2
Expectation value of S²: 0.824
E_LUMO (spin up / spin down) (eV): -0.07 / -0.07
ΔE to the lowest compared entry with this formula, charge and spin (eV): 0.2657

---

Total energy in eV, matching the order above: -38968.7603; -54776.0261; -177784.3614